Entry 1:
{"formula": "H14O7", "method": "the ωB97M-V functional and the def2-TZVPD basis", "elements": ["O", "H", "H", "O", "H", "H", "O", "H", "H", "O", "H", "H", "O", "H", "H", "O", "H", "H", "O", "H", "H"], "xyz": [[-0.465, -0.548, -0.834], [-0.477, -0.661, -1.791], [-1.284, -0.076, -0.643], [2.653, 1.322, 3.000], [2.919, 0.705, 3.691], [2.278, 0.758, 2.313], [-4.647, -2.442, 0.954], [-4.565, -1.611, 1.434], [-4.233, -2.263, 0.102], [2.294, -2.611, 0.334], [2.302, -1.935, -0.353], [2.421, -2.116, 1.151], [-2.280, 3.158, -0.173], [-3.227, 3.006, -0.266], [-1.878, 2.469, -0.715], [-0.374, 1.460, -0.832], [0.523, 1.109, -0.802], [-0.501, 1.855, 0.038], [2.646, -0.206, -2.086], [3.561, -0.256, -2.383], [2.332, -1.116, -2.138]], "spin_multiplicity": 1, "e_tot_ha": -534.985944, "homo_ev": -9.760, "e_above_lowest_ev": 3.752, "gap_ev": 9.748}

Entry 2:
{"formula": "H14O7", "method": "the ωB97M-V functional and the def2-TZVPD basis", "elements": ["O", "H", "H", "O", "H", "H", "O", "H", "H", "O", "H", "H", "O", "H", "H", "O", "H", "H", "O", "H", "H"], "xyz": [[0.279, -0.153, -0.630], [-0.601, -0.546, -0.612], [0.875, -0.909, -0.578], [1.985, -2.188, 2.516], [2.273, -3.053, 2.204], [1.023, -2.239, 2.494], [1.565, 2.990, -0.851], [2.394, 3.158, -1.312], [1.419, 3.788, -0.331], [-3.443, -2.956, -0.710], [-2.849, -3.430, -1.303], [-4.298, -2.993, -1.155], [-3.325, 0.442, -0.309], [-3.648, -0.251, 0.277], [-2.545, 0.786, 0.141], [-1.323, 3.141, 1.422], [-2.196, 3.487, 1.205], [-0.715, 3.755, 0.996], [4.515, -1.302, -1.063], [3.712, -1.083, -1.548], [4.904, -0.445, -0.854]], "spin_multiplicity": 1, "e_tot_ha": -535.038616, "homo_ev": -11.170, "e_above_lowest_ev": 2.319, "gap_ev": 11.565}

Entry 3:
{"formula": "H14O7", "method": "the ωB97M-V functional and the def2-TZVPD basis", "elements": ["O", "H", "H", "O", "H", "H", "O", "H", "H", "O", "H", "H", "O", "H", "H", "O", "H", "H", "O", "H", "H"], "xyz": [[4.952, -2.006, 8.142], [5.324, -1.327, 8.704], [4.716, -1.548, 7.335], [7.004, -0.794, 5.621], [7.418, -0.047, 6.053], [7.728, -1.387, 5.420], [6.835, -1.911, 7.445], [6.590, -1.469, 6.632], [7.782, -1.790, 7.508], [5.728, -3.940, 8.018], [5.588, -2.999, 7.911], [5.855, -4.266, 7.127], [7.545, -2.343, 9.315], [6.965, -1.791, 8.792], [7.838, -1.776, 10.028], [8.345, -3.104, 6.218], [8.293, -2.352, 5.628], [7.449, -3.439, 6.259], [8.916, -1.757, 7.305], [9.148, -1.111, 6.638], [9.378, -1.466, 8.092]], "spin_multiplicity": 1, "e_tot_ha": -534.624738, "homo_ev": -8.446, "e_above_lowest_ev": 13.581, "gap_ev": 7.903}

Entry 4:
{"formula": "H14O7", "method": "the ωB97M-V functional and the def2-TZVPD basis", "elements": ["O", "H", "H", "O", "H", "H", "O", "H", "H", "O", "H", "H", "O", "H", "H", "O", "H", "H", "O", "H", "H"], "xyz": [[-14.548, 21.248, 15.233], [-15.331, 21.665, 14.861], [-14.360, 20.512, 14.634], [-14.316, 20.381, 12.275], [-15.279, 20.263, 12.410], [-14.185, 20.277, 11.323], [-16.779, 19.497, 13.359], [-16.982, 18.649, 12.944], [-17.622, 19.812, 13.709], [-12.498, 17.105, 12.949], [-13.084, 16.399, 13.241], [-13.086, 17.798, 12.625], [-13.686, 22.097, 9.737], [-13.116, 22.185, 10.517], [-13.793, 22.995, 9.406], [-13.728, 20.114, 7.660], [-13.773, 20.616, 8.498], [-14.592, 20.231, 7.252], [-12.460, 22.844, 12.584], [-12.420, 23.579, 13.204], [-13.250, 22.339, 12.842]], "spin_multiplicity": 1, "e_tot_ha": -535.071311, "homo_ev": -10.911, "e_above_lowest_ev": 1.429, "gap_ev": 10.839}

Entry 5:
{"formula": "H14O7", "method": "the ωB97M-V functional and the def2-TZVPD basis", "elements": ["O", "H", "H", "O", "H", "H", "O", "H", "H", "O", "H", "H", "O", "H", "H", "O", "H", "H", "O", "H", "H"], "xyz": [[-2.884, -0.764, 0.049], [-3.327, -1.008, 0.831], [-2.996, 0.212, 0.009], [-2.658, 1.953, -0.352], [-1.717, 1.731, -0.080], [-2.600, 2.023, -1.335], [-0.654, -1.578, 1.241], [-1.454, -1.288, 0.664], [-0.207, -0.736, 1.408], [2.847, -0.672, -0.140], [3.640, -1.029, -0.612], [2.081, -0.827, -0.691], [2.515, 1.883, 0.365], [3.043, 2.249, 1.085], [2.840, 0.945, 0.338], [-0.086, 0.905, 0.120], [0.099, 0.446, -0.682], [0.696, 1.439, 0.225], [0.540, -1.693, -0.915], [0.218, -2.335, -1.503], [0.063, -1.856, -0.025]], "spin_multiplicity": 1, "e_tot_ha": -535.093394, "homo_ev": -10.998, "e_above_lowest_ev": 0.828, "gap_ev": 11.589}

Entry 6:
{"formula": "H14O7", "method": "the ωB97M-V functional and the def2-TZVPD basis", "elements": ["O", "H", "H", "O", "H", "H", "O", "H", "H", "O", "H", "H", "O", "H", "H", "O", "H", "H", "O", "H", "H"], "xyz": [[-1.183, -0.163, -2.841], [-1.818, -0.726, -2.335], [-0.768, 0.484, -2.249], [-0.113, 0.654, -0.442], [0.789, 0.340, -0.670], [-0.071, 1.123, 0.397], [4.022, -0.601, 0.119], [3.301, -1.108, 0.471], [3.647, -0.131, -0.601], [-0.591, 1.602, 2.484], [-0.619, 1.769, 3.395], [-0.567, 0.645, 2.489], [-0.790, -2.057, -0.015], [-0.616, -1.108, -0.134], [-1.495, -2.246, -0.656], [1.969, -0.551, -1.800], [1.918, -1.469, -1.494], [1.645, -0.456, -2.691], [-3.104, 1.361, 1.888], [-2.173, 1.549, 1.905], [-3.386, 1.090, 2.780]], "spin_multiplicity": 1, "e_tot_ha": -535.059076, "homo_ev": -11.166, "e_above_lowest_ev": 1.762, "gap_ev": 11.167}

Entry 7:
{"formula": "H14O7", "method": "the ωB97M-V functional and the def2-TZVPD basis", "elements": ["O", "H", "H", "H", "O", "H", "O", "H", "H", "O", "H", "H", "O", "H", "H", "O", "H", "H", "O", "H", "H"], "xyz": [[1.276, -1.408, 1.489], [1.225, -2.128, 0.943], [0.829, -0.755, 0.976], [0.872, -1.678, 2.343], [0.092, 0.358, -0.069], [-0.525, 0.844, -0.717], [2.537, 1.497, -0.473], [1.752, 0.974, -0.065], [2.244, 1.607, -1.313], [-2.180, -1.185, -1.809], [-1.496, -0.517, -1.366], [-3.101, -1.089, -1.650], [0.948, -1.296, -2.363], [0.780, -0.925, -1.468], [1.353, -0.770, -3.013], [-1.972, -0.452, 1.667], [-2.692, 0.204, 2.038], [-1.304, -0.143, 1.220], [-0.185, 2.297, 1.655], [0.020, 1.607, 0.915], [-0.474, 2.953, 1.068]], "spin_multiplicity": 1, "e_tot_ha": -534.914975, "homo_ev": -10.251, "e_above_lowest_ev": 5.684, "gap_ev": 9.276}

Entry 8:
{"formula": "H14O7", "method": "the ωB97M-V functional and the def2-TZVPD basis", "elements": ["O", "H", "H", "O", "H", "H", "O", "H", "H", "O", "H", "H", "O", "H", "H", "O", "H", "H", "O", "H", "H"], "xyz": [[-0.754, 0.050, -0.525], [-1.566, -0.364, -0.951], [-0.127, -0.282, -1.186], [-0.505, -4.492, 1.331], [-0.509, -4.146, 0.436], [-0.037, -3.763, 1.827], [0.253, -1.709, 1.510], [0.826, -1.089, 1.059], [-0.153, -1.008, 2.010], [-0.658, 2.781, 0.138], [-0.708, 1.934, -0.391], [-0.270, 2.584, 0.995], [-2.145, -2.251, 0.312], [-2.406, -2.665, 1.142], [-1.222, -2.173, 0.651], [1.498, 3.968, -0.893], [1.012, 4.707, -1.033], [0.886, 3.303, -0.512], [1.936, 1.276, -1.827], [2.699, 1.031, -2.373], [1.950, 2.307, -1.720]], "spin_multiplicity": 1, "e_tot_ha": -535.052069, "homo_ev": -10.959, "e_above_lowest_ev": 1.953, "gap_ev": 11.045}

Entry 9:
{"formula": "H14O7", "method": "the ωB97M-V functional and the def2-TZVPD basis", "elements": ["O", "H", "H", "O", "H", "H", "O", "H", "H", "O", "H", "H", "O", "H", "H", "O", "H", "H", "O", "H", "H"], "xyz": [[-1.988, -0.564, -0.466], [-1.839, 0.208, 0.018], [-1.106, -0.999, -0.693], [1.350, -1.399, 0.560], [0.601, -1.215, 1.157], [0.933, -1.417, -0.292], [-0.934, 2.974, 0.836], [-1.337, 3.346, 0.043], [-0.049, 2.843, 0.708], [-4.306, 3.805, 0.754], [-4.302, 2.894, 0.368], [-3.358, 3.889, 0.959], [0.970, -3.114, 2.396], [1.466, -3.063, 3.218], [0.360, -2.394, 2.367], [2.429, 0.949, 0.130], [2.978, 1.214, -0.535], [1.536, 1.312, 0.059], [2.326, -2.916, -4.166], [1.659, -2.579, -3.623], [2.611, -3.774, -3.798]], "spin_multiplicity": 1, "e_tot_ha": -534.992301, "homo_ev": -10.849, "e_above_lowest_ev": 3.579, "gap_ev": 10.545}

Entry 10:
{"formula": "H14O7Pt", "method": "the ωB97M-V functional and the def2-TZVPD basis", "elements": ["Pt", "O", "H", "H", "O", "H", "H", "O", "H", "H", "O", "H", "H", "O", "H", "H", "O", "H", "H", "O", "H", "H"], "xyz": [[0.061, -0.049, -0.067], [0.488, -0.425, -2.301], [1.194, -0.854, -2.783], [0.178, 0.263, -2.891], [2.107, -0.608, -0.166], [2.395, -1.006, -0.987], [2.914, -0.482, 0.335], [-1.478, -1.635, -0.580], [-1.949, -2.174, 0.055], [-1.795, -1.936, -1.432], [-1.812, 0.540, 1.102], [-1.666, 1.450, 1.364], [-2.759, 0.475, 0.981], [0.897, 1.443, 1.311], [1.698, 1.871, 1.010], [1.127, 1.076, 2.164], [-0.759, 1.805, -1.063], [-0.343, 2.190, -1.834], [-1.592, 2.271, -0.982], [0.272, -1.364, 1.877], [-0.290, -1.675, 2.587], [1.111, -1.177, 2.299]], "spin_multiplicity": 4, "e_tot_ha": -653.073564, "homo_ev": [-24.114, -24.397], "e_above_lowest_ev": 0.231, "charge": 3, "gap_ev": [12.433, 8.327]}

Entry 11:
{"formula": "H15N5", "method": "the ωB97M-V functional and the def2-TZVPD basis", "elements": ["N", "H", "H", "H", "N", "H", "H", "H", "N", "H", "H", "H", "N", "H", "H", "H", "N", "H", "H", "H"], "xyz": [[0.307, 0.173, 2.080], [-0.596, -0.080, 2.504], [0.833, -0.686, 2.120], [0.352, 0.544, 1.156], [-1.355, -2.921, 1.412], [-1.247, -1.881, 1.553], [-2.285, -3.175, 1.425], [-1.004, -3.099, 0.590], [1.003, 4.225, -0.502], [1.724, 4.222, 0.241], [0.414, 5.073, -0.578], [1.517, 4.048, -1.370], [0.230, -2.809, -2.107], [0.184, -2.592, -1.171], [-0.658, -3.217, -2.369], [0.162, -1.959, -2.553], [-0.097, 1.157, -0.687], [0.777, 1.475, -0.388], [-0.639, 1.970, -1.001], [-0.141, 0.580, -1.531]], "spin_multiplicity": 2, "e_tot_ha": -282.683274, "homo_ev": [1.052, -5.724], "e_above_lowest_ev": 0.914, "charge": -1, "gap_ev": [2.780, 9.549]}